1.
41
Properties=species:S:1:pos:R:3:forces:R:3 method="wB97M-V/def2-TZVPD" largest_force_ev_per_a=2.7 orbital_gap_ev=8.4 lumo_ev=0.541 total_charge=0 relative_energy_kj_mol=228.4 smiles="N[C@@H](Cc1c[nH]c2ccccc12)C(=O)N1CCC[C@H]1C(=O)O" molar_mass_g_mol=301.35
N -0.068 0.470 1.722 -0.98 -0.44 0.28
C -0.434 1.356 0.604 -0.09 0.54 -0.46
C 0.344 1.014 -0.710 1.48 0.27 -0.33
C 1.826 1.022 -0.404 -1.25 0.82 0.27
C 2.543 2.169 -0.206 0.28 -0.68 -0.88
N 3.853 1.790 -0.109 1.50 0.13 0.29
C 3.985 0.410 -0.173 0.55 1.71 0.34
C 5.110 -0.383 -0.031 0.64 -0.14 0.37
C 4.906 -1.740 -0.044 0.26 -0.46 0.15
C 3.611 -2.270 -0.072 -0.64 -0.76 0.06
C 2.503 -1.468 -0.166 -2.26 -0.29 0.21
C 2.713 -0.084 -0.301 -1.15 -0.98 0.01
C -1.897 1.543 0.158 -0.09 -1.39 1.35
O -2.204 2.629 -0.262 -0.01 1.03 -0.64
N -2.835 0.535 0.154 0.18 1.89 -0.42
C -4.055 0.849 -0.613 -0.46 0.60 -0.68
C -4.744 -0.480 -0.790 -0.25 -1.18 -0.37
C -4.394 -1.130 0.562 0.57 -0.86 0.04
C -2.895 -0.736 0.824 -1.02 -0.86 -0.62
C -1.994 -1.623 -0.018 0.56 -1.55 0.44
O -2.425 -2.331 -0.902 0.76 0.81 0.60
O -0.660 -1.561 0.240 -0.72 -1.54 -0.84
H -0.609 0.581 2.592 0.66 0.41 -0.77
H 0.930 0.472 1.878 0.04 0.30 0.15
H -0.169 2.402 0.855 0.03 -0.46 -0.20
H 0.167 0.037 -1.204 -0.62 0.68 0.57
H 0.252 1.827 -1.480 -0.67 -0.71 0.86
H 2.265 3.212 -0.330 0.02 -0.32 0.23
H 4.634 2.404 0.043 -0.08 0.09 -0.04
H 6.080 0.042 0.217 -0.07 -0.06 -0.37
H 5.722 -2.455 0.046 0.03 0.36 0.04
H 3.458 -3.343 0.052 0.20 0.24 -0.10
H 1.403 -1.847 -0.032 2.53 0.48 -0.68
H -3.818 1.262 -1.610 0.16 0.13 0.73
H -4.693 1.586 -0.067 0.48 -0.45 -0.36
H -4.381 -1.051 -1.682 0.17 0.46 0.99
H -5.825 -0.396 -0.990 0.32 0.18 0.53
H -4.508 -2.228 0.686 -0.11 0.72 -0.35
H -5.008 -0.624 1.293 -0.11 0.03 0.50
H -2.668 -0.763 1.906 0.12 0.32 -0.56
H -0.329 -1.272 1.122 -0.96 0.95 -0.32

***

2.
118
Properties=species:S:1:pos:R:3:forces:R:3 method="wB97M-V/def2-TZVPD" largest_force_ev_per_a=4.9 orbital_gap_ev=10.0 lumo_ev=0.641 total_charge=0 smiles=C1CCOC1.C1CCOC1.C1CCOC1.C1CCOC1.C1CCOC1.C1CCOC1.OCCO.OCCO.OCCO.OCCO molar_mass_g_mol=680.91
C -5.652 0.150 3.039 -1.19 0.00 -0.61
C -6.005 1.108 1.922 -0.64 1.15 0.90
C -5.321 2.386 2.428 -0.11 -0.38 0.52
O -4.032 1.876 2.958 -1.34 0.46 -0.64
C -4.221 0.472 3.212 1.62 -0.23 2.73
H -5.821 -0.828 2.634 0.05 -0.90 0.26
H -6.322 0.313 3.934 0.96 -0.09 -0.83
H -7.074 1.144 1.867 -0.73 0.59 -0.18
H -5.650 0.804 0.962 0.61 -0.24 -0.41
H -5.927 2.840 3.264 0.69 -0.37 -0.68
H -5.144 3.155 1.665 0.20 -0.27 0.23
H -3.947 0.257 4.287 0.08 0.44 -0.85
H -3.529 -0.119 2.619 -0.29 0.16 -0.45
C -1.435 -2.041 3.974 0.66 0.10 0.42
C -0.043 -2.739 4.017 0.12 -0.22 -0.32
C 0.430 -2.739 2.569 -1.23 1.37 -0.52
O -0.796 -2.727 1.758 -0.15 -0.36 0.90
C -1.772 -1.920 2.487 -0.13 -1.94 0.42
H -1.279 -1.020 4.395 -0.75 -0.93 -0.12
H -2.219 -2.640 4.472 0.53 0.53 0.14
H -0.046 -3.760 4.331 -0.70 -0.86 0.28
H 0.687 -2.314 4.710 -0.14 0.58 -0.25
H 0.996 -3.587 2.239 0.34 -0.39 -0.02
H 0.949 -1.799 2.350 0.25 -0.12 -0.03
H -2.827 -2.258 2.282 1.24 0.24 -0.23
H -1.593 -0.945 2.163 -0.20 1.85 -0.51
C 3.157 4.225 0.180 -0.42 0.45 2.26
C 4.477 3.791 -0.409 0.02 0.43 0.83
C 4.423 2.282 -0.223 -0.95 -0.10 -0.65
O 3.028 1.913 -0.098 0.59 -0.09 0.19
C 2.250 3.071 -0.225 -1.21 0.47 -0.16
H 2.833 5.269 -0.056 0.09 -1.09 0.02
H 3.329 4.142 1.272 -0.49 0.39 -0.19
H 5.326 4.253 0.114 -0.19 -0.11 -0.33
H 4.427 4.129 -1.425 0.63 -0.31 -0.86
H 4.950 1.837 0.604 0.31 0.26 0.43
H 4.733 1.823 -1.122 0.83 -0.77 -0.98
H 1.285 2.831 0.295 0.93 0.87 -0.12
H 1.983 3.300 -1.258 -0.17 -0.42 -0.53
C 1.735 1.504 -5.395 0.74 1.64 0.21
C 2.852 1.306 -4.371 3.43 -0.70 -3.45
C 3.146 -0.176 -4.457 0.78 -0.60 -0.95
O 1.871 -0.727 -4.762 -0.60 -1.36 0.20
C 0.966 0.213 -5.356 0.59 0.25 0.38
H 2.247 1.636 -6.380 -0.81 0.36 0.67
H 1.160 2.389 -5.005 0.26 -0.74 -1.23
H 2.727 1.603 -3.415 -1.19 0.97 3.10
H 3.826 1.801 -4.680 -1.20 -0.07 0.16
H 3.573 -0.635 -3.537 -0.50 0.23 -0.53
H 3.875 -0.456 -5.310 -1.01 0.58 1.15
H 0.099 0.372 -4.727 -0.37 -0.46 0.26
H 0.659 -0.180 -6.316 -0.10 0.07 -0.27
C 1.772 2.070 3.389 2.08 1.96 1.33
C 1.532 1.993 4.918 -0.54 -0.82 -0.18
C 0.177 1.065 4.935 0.89 1.82 0.59
O -0.075 0.748 3.587 0.27 -0.89 -0.16
C 0.475 1.799 2.814 -1.72 -0.70 -2.85
H 2.402 1.271 3.091 0.79 -0.96 -0.13
H 2.356 2.991 3.080 -1.14 -0.74 0.22
H 1.204 2.951 5.349 0.57 -0.19 -0.17
H 2.495 1.630 5.390 -1.52 0.16 -0.04
H -0.671 1.717 5.304 0.83 -0.70 -0.09
H 0.258 0.163 5.541 -0.04 -0.03 -0.12
H -0.254 2.584 2.830 -0.26 1.11 0.15
H 0.538 1.490 1.715 -0.12 0.00 1.57
C 3.416 -3.711 -0.590 -0.82 -0.73 1.78
C 4.382 -4.712 -1.189 1.03 -0.04 0.35
C 5.051 -3.872 -2.327 1.67 -2.43 1.24
O 4.699 -2.543 -2.099 0.11 0.06 -0.55
C 3.365 -2.628 -1.624 -0.88 0.64 -1.11
H 3.947 -3.397 0.318 -0.56 0.66 -0.09
H 2.437 -4.156 -0.257 0.83 0.60 -0.67
H 3.900 -5.643 -1.487 0.20 0.08 -0.28
H 5.193 -4.924 -0.444 -0.91 -0.24 -0.60
H 4.802 -4.357 -3.273 -0.31 0.82 -0.51
H 6.140 -4.053 -2.149 -0.61 0.79 -0.65
H 2.711 -2.908 -2.500 0.30 0.09 0.86
H 3.068 -1.622 -1.310 0.20 -0.38 0.22
O 0.217 -3.859 -1.625 0.42 -0.07 0.62
C -0.938 -4.564 -1.896 -1.42 -2.02 -1.62
C -2.238 -3.953 -1.412 0.47 -0.99 2.43
O -2.361 -2.639 -1.827 1.55 1.69 0.09
H 0.266 -2.995 -2.082 -0.13 -0.12 -0.08
H -1.096 -4.782 -2.998 0.51 0.46 0.71
H -0.913 -5.592 -1.453 0.46 0.79 -0.06
H -2.216 -4.030 -0.261 -0.16 0.31 -1.30
H -3.095 -4.553 -1.734 0.13 0.17 -0.21
H -1.460 -2.225 -1.591 -1.75 -0.27 -0.37
O -2.893 0.224 -2.860 0.82 -0.62 0.29
C -4.229 0.366 -2.448 -0.74 0.28 -0.77
C -4.656 -0.438 -1.231 0.51 -0.79 0.77
O -3.812 -0.294 -0.036 -0.67 0.40 -1.35
H -2.530 -0.669 -2.679 -0.65 0.52 -0.18
H -4.397 1.418 -2.312 0.25 0.74 0.61
H -4.913 0.202 -3.323 0.25 -0.68 0.68
H -4.541 -1.506 -1.487 -0.67 0.31 -0.07
H -5.691 -0.173 -0.918 0.66 -0.30 -0.39
H -2.967 -0.649 -0.338 0.38 0.08 0.29
O -0.645 -0.949 -0.244 -0.71 0.16 0.57
C 0.721 -0.643 -0.413 0.15 -1.41 0.14
C 0.880 -0.263 -1.853 -0.34 -0.51 -0.84
O 0.386 -1.407 -2.634 -0.59 0.98 1.53
H -0.710 -1.671 0.422 0.10 0.13 -0.11
H 1.127 0.067 0.336 -0.26 -0.06 -0.63
H 1.252 -1.617 -0.287 0.07 0.73 0.05
H 1.927 -0.188 -2.088 0.45 0.54 -0.03
H 0.338 0.668 -2.133 0.19 -0.58 0.21
H 0.739 -1.336 -3.514 0.70 0.15 -0.85
O -0.265 5.286 0.375 1.04 0.00 1.03
C -1.041 4.433 -0.426 -0.48 0.10 0.78
C -1.707 3.355 0.375 -0.44 -0.48 0.94
O -2.326 3.864 1.543 -0.37 0.08 0.51
H -0.229 4.968 1.310 -0.34 0.24 -1.24
H -1.743 5.076 -0.964 -0.24 -0.21 0.13
H -0.492 3.874 -1.166 0.82 0.06 -0.52
H -1.028 2.531 0.702 -0.17 0.54 -0.71
H -2.481 2.971 -0.248 -0.48 -0.91 -0.76
H -2.902 3.163 1.926 0.61 0.36 -0.15

***

3.
56
Properties=species:S:1:pos:R:3:forces:R:3 method="wB97M-V/def2-TZVPD" largest_force_ev_per_a=0.7 orbital_gap_ev=8.3 lumo_ev=0.228 total_charge=0 relative_energy_kj_mol=0.4 smiles="O=C(Nc1ccccc1)Nc1ccc(-c2ccc(C(=O)[C@@H]3CCC[C@@H]3C(=O)O)cc2)cc1" molar_mass_g_mol=428.49
O 5.088 -1.054 -0.426 -0.02 -0.27 -0.10
C 5.141 0.062 0.031 -0.01 0.32 0.13
N 6.302 0.776 0.222 0.04 0.43 0.20
C 7.616 0.381 -0.056 0.20 -0.17 -0.10
C 7.923 -0.730 -0.833 -0.15 -0.10 -0.07
C 9.247 -1.048 -1.079 0.12 0.09 0.05
C 10.272 -0.273 -0.563 0.11 -0.05 -0.03
C 9.965 0.836 0.208 0.02 0.00 -0.02
C 8.648 1.163 0.460 -0.11 0.01 0.02
N 4.039 0.793 0.430 0.08 0.44 0.14
C 2.700 0.401 0.439 -0.29 -0.17 -0.02
C 1.743 1.380 0.702 0.16 -0.04 -0.01
C 0.404 1.057 0.750 0.01 -0.16 -0.02
C -0.023 -0.253 0.535 0.30 0.04 -0.02
C -1.454 -0.575 0.580 -0.36 -0.03 0.06
C -2.019 -1.491 -0.308 0.00 0.05 0.07
C -3.377 -1.733 -0.298 -0.16 0.04 0.11
C -4.216 -1.044 0.578 0.58 -0.39 0.04
C -5.680 -1.244 0.446 -0.29 0.13 0.27
O -6.169 -2.312 0.164 0.08 0.07 -0.03
C -6.518 0.008 0.658 -0.30 -0.33 -0.19
C -7.977 -0.166 0.235 -0.01 0.07 0.18
C -8.450 1.268 0.033 0.05 -0.07 -0.03
C -7.279 1.914 -0.705 -0.11 0.12 -0.01
C -6.008 1.242 -0.137 0.21 0.09 -0.02
C -5.099 0.841 -1.277 0.18 0.28 -0.20
O -5.385 0.097 -2.175 -0.21 -0.21 -0.04
O -3.913 1.463 -1.211 0.38 0.42 0.12
C -3.649 -0.165 1.498 -0.19 -0.17 -0.14
C -2.289 0.055 1.504 0.13 -0.05 -0.02
C 0.941 -1.223 0.269 -0.18 0.26 0.08
C 2.285 -0.910 0.223 0.19 -0.09 -0.06
H 6.238 1.654 0.719 -0.06 -0.22 -0.09
H 7.130 -1.338 -1.232 -0.02 -0.02 -0.02
H 9.477 -1.912 -1.685 0.00 -0.07 -0.04
H 11.301 -0.529 -0.760 0.09 -0.02 -0.02
H 10.755 1.449 0.617 0.05 0.05 0.03
H 8.412 2.030 1.064 -0.02 0.06 0.05
H 4.185 1.759 0.688 0.03 -0.23 -0.08
H 2.053 2.404 0.865 0.03 0.08 0.00
H -0.323 1.835 0.930 -0.06 0.07 0.02
H -1.391 -1.993 -1.028 0.08 -0.04 -0.09
H -3.822 -2.426 -0.997 -0.04 -0.04 -0.07
H -6.478 0.244 1.727 0.04 0.04 -0.03
H -8.011 -0.715 -0.707 -0.01 -0.06 0.00
H -8.556 -0.711 0.977 -0.02 -0.08 -0.04
H -8.601 1.752 1.001 -0.06 0.03 0.02
H -9.376 1.331 -0.534 -0.08 0.05 0.03
H -7.356 1.687 -1.770 -0.01 0.03 0.01
H -7.248 2.995 -0.583 0.02 0.02 -0.07
H -5.447 1.921 0.506 -0.08 -0.07 -0.03
H -3.349 1.196 -1.954 -0.26 -0.16 0.00
H -4.269 0.334 2.228 -0.09 0.11 0.05
H -1.861 0.723 2.237 0.04 0.05 0.06
H 0.638 -2.249 0.120 -0.03 -0.11 -0.02
H 3.017 -1.671 0.016 0.01 -0.03 0.01

***

4.
17
Properties=species:S:1:pos:R:3:forces:R:3 method="wB97M-V/def2-TZVPD" largest_force_ev_per_a=0.3 orbital_gap_ev=11.1 lumo_ev=1.049 total_charge=0 relative_energy_kj_mol=200.8 molar_mass_g_mol=102.13
C -2.266 -0.477 0.057 -0.03 0.00 0.04
C -1.063 0.443 -0.124 -0.02 -0.22 -0.26
O -1.010 1.464 0.847 0.09 -0.03 0.17
C 0.256 -0.346 -0.147 -0.19 -0.05 -0.22
C 1.451 0.249 -0.892 0.06 0.09 -0.11
C 2.210 -0.057 0.400 0.32 0.02 0.04
O 0.973 -0.288 1.108 -0.07 -0.08 0.11
H -3.198 0.091 -0.002 0.13 -0.06 0.06
H -2.273 -1.236 -0.736 -0.04 0.12 0.14
H -2.227 -0.990 1.025 0.01 0.08 -0.12
H -1.153 0.948 -1.098 0.00 -0.12 0.12
H -0.433 1.133 1.554 -0.05 0.12 -0.11
H 0.072 -1.396 -0.411 -0.03 0.13 -0.02
H 1.770 -0.255 -1.807 -0.02 0.09 0.16
H 1.327 1.321 -1.069 0.03 -0.13 0.02
H 2.806 0.743 0.848 -0.13 -0.12 -0.03
H 2.803 -0.980 0.355 -0.07 0.15 0.03

***

5.
8
Properties=species:S:1:pos:R:3:forces:R:3 method="wB97M-V/def2-TZVPD" largest_force_ev_per_a=6.0 orbital_gap_ev="7.6 / 8.2" lumo_ev="-7.312 / -9.415" total_charge=+1 relative_energy_kj_mol=605.7 spin_multiplicity=3 s_squared=2.04 molar_mass_g_mol=84.06
C -1.621 -0.220 -0.021 4.63 3.45 1.00
N -2.663 -0.647 -0.010 -3.14 -1.55 -0.12
N 1.214 -1.332 0.371 0.15 -2.17 0.37
N -0.055 1.776 0.019 -0.47 0.84 0.22
N 0.715 -0.421 -0.235 3.10 2.98 -1.32
N -0.003 0.578 0.061 -5.23 -2.87 -0.45
H 1.623 -2.082 -0.202 0.17 -0.36 0.55
H 0.790 2.347 0.017 0.79 -0.33 -0.24